1.
DFT (ωB97M-V with the def2-TZVPD basis set) results for 13 unconnected molecules or ions with the total composition C21H68N18O13 in a non-equilibrium geometry.

The geometry in ORCA input format:
```
! RIJCOSX wB97M-V def2-TZVPD def2/J DEFGRID3
* xyz 0 1
C 1.74978 7.88478 0.27208
C 1.15733 7.29679 -1.01747
C -0.42145 7.29835 -0.88340
O 1.39854 8.13683 -2.13048
H 2.82381 7.70945 0.21032
H 1.41734 7.44298 1.21144
H 1.60751 8.95776 0.40081
H 1.45860 6.28269 -1.28004
H -0.97990 7.01902 -1.77683
H -0.74775 8.33583 -0.81093
H -0.65204 6.74110 0.02457
H 0.54372 8.57359 -2.11974
C -4.12304 -5.75034 6.34284
C -4.29223 -5.23990 4.94559
C -4.33003 -3.76343 4.69189
O -3.38180 -5.78632 4.02206
H -5.04873 -5.64767 6.90908
H -3.22028 -5.29918 6.75462
H -3.90017 -6.81186 6.23510
H -5.26223 -5.49070 4.51630
H -5.23368 -3.27419 5.05541
H -4.20379 -3.38636 3.67701
H -3.50509 -3.20964 5.14009
H -2.56065 -5.93299 4.49723
C 5.87332 -2.07988 -4.72892
C 6.15871 -3.38186 -4.09280
C 5.36769 -4.50980 -4.77336
O 7.55983 -3.60681 -4.24621
H 4.91676 -1.70041 -4.36964
H 5.93121 -2.17521 -5.81320
H 6.58084 -1.27833 -4.51674
H 5.91563 -3.54496 -3.04285
H 5.46906 -4.65075 -5.84944
H 4.33065 -4.17746 -4.72641
H 5.58290 -5.45498 -4.27494
H 7.64726 -3.72752 -5.19457
C 5.65149 -1.00970 5.19664
C 4.64632 -2.04191 4.56073
C 5.27561 -3.15617 3.68599
O 3.97382 -2.80476 5.50068
H 5.01958 -0.13930 5.37324
H 6.51080 -0.76169 4.57362
H 6.18788 -1.27199 6.10854
H 3.90847 -1.63161 3.87130
H 5.90806 -2.67871 2.93755
H 4.46483 -3.74940 3.26313
H 5.90595 -3.85488 4.23607
H 3.80789 -2.29576 6.29754
C -0.61058 0.94802 0.22294
O -1.75257 0.59905 0.00573
N -0.25064 1.71726 1.14051
N 0.37470 0.45124 -0.48156
H -0.84744 2.11128 1.85374
H 0.74800 1.86809 1.14820
H 1.28965 0.85889 -0.61118
H 0.05683 -0.34941 -1.00882
C 3.35671 3.88095 -6.35543
O 2.39276 3.48125 -5.68333
N 3.89716 5.01988 -6.19024
N 4.10030 3.17799 -7.21112
H 3.39756 5.65165 -5.58085
H 4.85626 5.24596 -6.41188
H 3.79621 2.29724 -7.60087
H 4.83575 3.70332 -7.66194
C -0.00973 -1.93328 -7.31022
O 0.94367 -1.56471 -8.00072
N -0.64470 -1.22625 -6.47154
N -0.41998 -3.11879 -7.30981
H -1.16318 -1.72418 -5.76207
H -0.19789 -0.34486 -6.26268
H 0.16912 -3.72217 -7.86568
H -1.28385 -3.38453 -6.85901
C 6.85510 3.65306 0.06028
O 5.69706 3.38164 0.38861
N 7.84514 3.40821 0.84172
N 7.18384 4.31446 -0.95865
H 8.80083 3.52225 0.53555
H 7.75600 3.08378 1.79403
H 8.16854 4.49866 -1.08724
H 6.49892 4.55039 -1.66244
C -6.37532 2.78447 4.22159
O -5.15999 2.93451 4.29351
N -7.22360 3.17340 5.16683
N -6.96656 2.40826 3.17897
H -8.17993 3.38403 4.91952
H -6.89354 3.60532 6.01806
H -7.95359 2.20098 3.12506
H -6.31738 2.19973 2.43386
C -6.53587 3.02560 -3.91727
O -7.20447 2.36543 -3.11264
N -5.26399 3.01854 -3.88114
N -6.88414 3.85923 -4.78466
H -4.65557 3.54850 -4.48865
H -4.94251 2.28693 -3.26350
H -7.86250 4.02852 -4.96974
H -6.23922 4.36171 -5.37770
C -5.54031 -4.57538 -4.09888
O -5.99862 -4.31627 -5.16174
N -5.43014 -3.66058 -3.18085
N -5.24843 -5.79581 -3.73880
H -5.64303 -2.69412 -3.38268
H -5.55005 -3.86044 -2.19811
H -5.43816 -6.56093 -4.37023
H -4.86926 -5.85885 -2.80479
C -0.54969 -7.71017 -1.04122
O 0.23790 -8.12729 -1.93776
N -0.35557 -6.63843 -0.35182
N -1.59563 -8.38989 -0.62717
H -0.96569 -6.26574 0.36160
H 0.56882 -6.23149 -0.35577
H -1.90094 -7.97806 0.24305
H -1.60272 -9.34620 -0.95200
C -3.51088 3.73244 10.56462
O -4.59269 4.21126 10.28329
N -3.07843 3.52503 11.80891
N -2.58174 3.45522 9.65811
H -2.33248 2.84652 11.86611
H -3.62845 3.61107 12.65163
H -2.81127 3.77633 8.72843
H -1.65244 3.20803 9.96698
*
```

The relative energy (zero: lowest compared OMol25 entry of this formula, charge and spin) comes out at 230.0 kcal per mole. The calculation puts the maximum force at 8.98 eV/A. The calculation puts the LUMO energy at 0.08 eV. The calculation puts the HOMO energy at -9.33 eV. The molar mass comes out at 780.89 g mol⁻¹.

Löwdin atomic charge list, values in e, 99 entries: number 1, C, carries -0.06; number 2, C, carries -0.46; number 3, C, carries -0.06; number 4, O, carries -0.06; number 5, H, carries 0.07; number 6, H, carries 0.07; number 7, H, carries 0.08; number 8, H, carries 0.13; number 9, H, carries 0.08; number 10, H, carries 0.07; number 11, H, carries 0.08; number 12, H, carries 0.06; number 13, C, carries -0.04; number 14, C, carries -0.54; number 15, C, carries -0.08; number 16, O, carries -0.05; number 17, H, carries 0.09; number 18, H, carries 0.09; number 19, H, carries 0.08; number 20, H, carries 0.13; number 21, H, carries 0.08; number 22, H, carries 0.08; number 23, H, carries 0.07; number 24, H, carries 0.08; number 25, C, carries -0.08; number 26, C, carries -0.51; number 27, C, carries -0.07; number 28, O, carries -0.06; number 29, H, carries 0.09; number 30, H, carries 0.09; number 31, H, carries 0.08; number 32, H, carries 0.14; number 33, H, carries 0.08; number 34, H, carries 0.08; number 35, H, carries 0.08; number 36, H, carries 0.08; number 37, C, carries -0.04; number 38, C, carries -0.49; number 39, C, carries -0.07; number 40, O, carries -0.06; number 41, H, carries 0.07; number 42, H, carries 0.07; number 43, H, carries 0.07; number 44, H, carries 0.13; number 45, H, carries 0.07; number 46, H, carries 0.07; number 47, H, carries 0.08; number 48, H, carries 0.09; number 49, C, carries -0.85; number 50, O, carries 0.02; number 51, N, carries 0.19; number 52, N, carries 0.15; number 53, H, carries 0.14; number 54, H, carries 0.12; number 55, H, carries 0.11; number 56, H, carries 0.12; number 57, C, carries -0.77; number 58, O, carries 0.01; number 59, N, carries 0.15; number 60, N, carries 0.15; number 61, H, carries 0.13; number 62, H, carries 0.12; number 63, H, carries 0.12; number 64, H, carries 0.10; number 65, C, carries -0.86; number 66, O, carries 0.01; number 67, N, carries 0.17; number 68, N, carries 0.17; number 69, H, carries 0.12; number 70, H, carries 0.13; number 71, H, carries 0.13; number 72, H, carries 0.13; number 73, C, carries -0.83; number 74, O, carries 0.00; number 75, N, carries 0.16; number 76, N, carries 0.18; number 77, H, carries 0.11; number 78, H, carries 0.12; number 79, H, carries 0.12; number 80, H, carries 0.13; number 81, C, carries -0.81; number 82, O, carries 0.01; number 83, N, carries 0.15; number 84, N, carries 0.17; number 85, H, carries 0.10; number 86, H, carries 0.11; number 87, H, carries 0.12; number 88, H, carries 0.13; number 89, C, carries -0.84; number 90, O, carries 0.01; number 91, N, carries 0.15; number 92, N, carries 0.17; number 93, H, carries 0.12; number 94, H, carries 0.13; number 95, H, carries 0.13; number 96, H, carries 0.12; number 97, C, carries -0.83; number 98, O, carries 0.05; number 99, N, carries 0.16

---

2.
DFT (ωB97M-V with the def2-TZVPD basis set) results for 15 unconnected molecules or ions with the total composition C21H72N6O15 in a non-equilibrium geometry.

The geometry in ORCA input format:
```
! RIJCOSX wB97M-V def2-TZVPD def2/J DEFGRID3
* xyz 0 1
C 0.93627 -6.71875 -1.23503
C -0.52162 -6.18691 -1.06250
O -1.30291 -7.25012 -0.58969
H 1.36405 -6.88703 -0.24053
H 1.67692 -6.26492 -1.88342
H 0.99047 -7.74876 -1.67331
H -0.80885 -5.99900 -2.09492
H -0.60545 -5.27646 -0.42307
H -1.81671 -7.63846 -1.27930
C 4.56306 -8.17135 -1.68581
C 4.54226 -7.21272 -0.58578
O 4.25148 -7.91862 0.60412
H 5.06732 -7.80622 -2.61124
H 3.53779 -8.36681 -1.91897
H 4.97457 -9.09778 -1.39932
H 3.78453 -6.39707 -0.65537
H 5.52130 -6.74337 -0.37423
H 3.38330 -8.37715 0.58823
C 1.37142 -8.40595 -4.43815
C -0.04451 -7.93740 -4.43637
O -0.27481 -6.54183 -4.43218
H 1.73545 -8.35967 -5.45959
H 1.49377 -9.40150 -4.04916
H 1.97103 -7.81276 -3.72017
H -0.60481 -8.33160 -3.61551
H -0.45965 -8.53640 -5.27562
H -1.18950 -6.35463 -4.40225
C -0.38546 -2.47551 -3.03969
C -1.08373 -2.21606 -4.33679
O -0.14557 -2.01306 -5.31219
H 0.41315 -1.70235 -2.83491
H 0.05371 -3.42864 -2.90815
H -1.04462 -2.55467 -2.23697
H -1.73390 -1.39006 -4.26728
H -1.70822 -3.01156 -4.72215
H 0.22090 -1.14401 -5.21949
C 2.48109 -5.49101 -6.16759
C 2.17628 -4.32395 -5.25388
O 1.99848 -4.73884 -3.91206
H 2.74590 -5.12790 -7.12802
H 1.53658 -5.94545 -6.28082
H 3.21461 -6.14004 -5.86057
H 1.27257 -3.76557 -5.57255
H 3.03884 -3.65094 -5.36161
H 1.16719 -5.19038 -3.76514
C 2.13596 -4.16562 0.77363
C 2.76461 -5.05883 1.76466
O 3.09861 -4.36037 2.97749
H 2.19777 -4.57111 -0.23244
H 2.69066 -3.22407 0.76740
H 1.24072 -3.71737 1.21519
H 3.67686 -5.35528 1.30143
H 2.26636 -6.03757 2.02774
H 2.80401 -5.04401 3.59085
C 3.09533 -11.18490 -2.74007
O 2.60503 -11.50854 -4.06422
N 2.41943 -10.70531 -1.79380
N 4.32964 -11.44906 -2.30833
H 1.40444 -10.45623 -1.97055
H 2.79403 -10.38697 -0.88509
H 5.10977 -11.64560 -2.86476
H 4.55600 -11.34116 -1.28713
C -4.16826 -5.96640 -4.79034
O -2.96873 -5.96133 -4.03313
N -4.24732 -5.68268 -6.01179
N -5.33442 -6.24525 -4.32006
H -3.41374 -5.26543 -6.46242
H -4.96692 -6.04540 -6.67727
H -5.46504 -6.30306 -3.31431
H -6.15871 -5.95019 -4.81023
C 0.78290 -9.98754 0.90845
O 1.82691 -9.08598 0.88123
N 0.88144 -11.25154 1.32977
N -0.47407 -9.61864 0.57746
H 1.83184 -11.73621 1.49626
H 0.01735 -11.88918 1.37422
H -0.76091 -8.70487 0.20136
H -1.33428 -10.18999 0.80568
C -0.19738 -6.23007 2.55453
O -1.52173 -6.41268 2.89865
H 0.04517 -6.52616 1.54906
H 0.31347 -6.66745 3.39914
H 0.10294 -5.18711 2.63360
H -2.00129 -6.09672 2.16075
C -3.32884 -4.23334 -1.35987
O -4.73506 -3.93417 -1.25423
H -2.70850 -3.58810 -0.76851
H -2.99106 -4.00762 -2.42375
H -3.28977 -5.27473 -0.97262
H -4.76753 -2.95034 -1.12072
C -1.28520 -11.09688 -2.57988
O -0.18289 -10.34711 -2.21288
H -0.86409 -12.05800 -2.52114
H -1.58650 -10.99750 -3.63359
H -2.14944 -10.93439 -1.93306
H -0.48603 -9.91341 -1.41065
C -4.05529 -9.25707 -2.78155
O -3.43610 -8.37459 -1.95106
H -4.56670 -9.98172 -2.14676
H -3.41133 -9.91070 -3.36056
H -4.81123 -9.00419 -3.56699
H -4.11842 -7.70000 -1.78526
C -1.53708 -3.01323 1.58828
O -2.76144 -2.39679 1.31587
H -0.90458 -2.56006 2.45918
H -0.86706 -3.11519 0.74566
H -1.84266 -4.00296 1.96149
H -3.32068 -2.50776 2.08736
C 5.34544 -5.42212 -4.36197
O 4.86878 -5.43148 -3.04948
H 6.41876 -5.35863 -4.49060
H 4.83978 -4.62059 -4.85736
H 5.24755 -6.46840 -4.80315
H 3.91928 -5.34941 -3.07491
*
```

The relative energy (zero: lowest compared OMol25 entry of this formula, charge and spin) comes out at 65.4 kcal per mole. The calculation puts the maximum force at 9.62 eV/A. The calculation puts the LUMO energy at -0.17 eV. The calculation puts the HOMO energy at -8.33 eV. The molar mass comes out at 648.83 g mol⁻¹.

Löwdin atomic charge list, values in e, 99 entries: number 1, C, carries -0.06; number 2, C, carries -0.25; number 3, O, carries -0.11; number 4, H, carries 0.05; number 5, H, carries 0.05; number 6, H, carries 0.08; number 7, H, carries 0.09; number 8, H, carries 0.11; number 9, H, carries 0.03; number 10, C, carries -0.09; number 11, C, carries -0.34; number 12, O, carries -0.11; number 13, H, carries 0.09; number 14, H, carries 0.05; number 15, H, carries 0.05; number 16, H, carries 0.09; number 17, H, carries 0.13; number 18, H, carries 0.02; number 19, C, carries -0.07; number 20, C, carries -0.31; number 21, O, carries -0.07; number 22, H, carries 0.08; number 23, H, carries 0.04; number 24, H, carries 0.07; number 25, H, carries 0.08; number 26, H, carries 0.12; number 27, H, carries 0.00; number 28, C, carries -0.06; number 29, C, carries -0.34; number 30, O, carries -0.06; number 31, H, carries 0.12; number 32, H, carries 0.04; number 33, H, carries 0.03; number 34, H, carries 0.10; number 35, H, carries 0.11; number 36, H, carries 0.09; number 37, C, carries -0.07; number 38, C, carries -0.29; number 39, O, carries -0.10; number 40, H, carries 0.07; number 41, H, carries 0.05; number 42, H, carries 0.03; number 43, H, carries 0.10; number 44, H, carries 0.10; number 45, H, carries 0.03; number 46, C, carries -0.08; number 47, C, carries -0.34; number 48, O, carries -0.06; number 49, H, carries 0.07; number 50, H, carries 0.09; number 51, H, carries 0.05; number 52, H, carries 0.08; number 53, H, carries 0.11; number 54, H, carries 0.07; number 55, C, carries -0.58; number 56, O, carries -0.19; number 57, N, carries 0.16; number 58, N, carries 0.14; number 59, H, carries 0.08; number 60, H, carries 0.10; number 61, H, carries 0.09; number 62, H, carries 0.13; number 63, C, carries -0.60; number 64, O, carries -0.12; number 65, N, carries 0.17; number 66, N, carries 0.18; number 67, H, carries 0.15; number 68, H, carries 0.16; number 69, H, carries 0.12; number 70, H, carries 0.12; number 71, C, carries -0.54; number 72, O, carries -0.11; number 73, N, carries 0.14; number 74, N, carries 0.14; number 75, H, carries 0.16; number 76, H, carries 0.15; number 77, H, carries 0.07; number 78, H, carries 0.15; number 79, C, carries -0.19; number 80, O, carries -0.08; number 81, H, carries 0.06; number 82, H, carries 0.10; number 83, H, carries 0.06; number 84, H, carries 0.04; number 85, C, carries -0.16; number 86, O, carries -0.15; number 87, H, carries 0.03; number 88, H, carries 0.08; number 89, H, carries 0.08; number 90, H, carries 0.10; number 91, C, carries -0.13; number 92, O, carries -0.15; number 93, H, carries 0.08; number 94, H, carries 0.09; number 95, H, carries 0.08; number 96, H, carries 0.04; number 97, C, carries -0.21; number 98, O, carries -0.10; number 99, H, carries 0.08